(1)
{
  "formula": "C33H41N7PtS2Te",
  "method": "wB97M-V/def2-TZVPD",
  "homo_energy_ev": -5.660,
  "orbital_gap_ev": 6.22,
  "e_above_lowest_kcal_mol": 20.0,
  "species": ["Pt", "C", "C", "C", "C", "C", "N", "C", "C", "C", "C", "C", "C", "C", "N", "C", "C", "C", "N", "C", "C", "N", "C", "C", "C", "N", "H", "H", "H", "H", "H", "H", "H", "H", "H", "H", "H", "H", "H", "H", "H", "H", "H", "H", "C", "C", "C", "C", "N", "C", "S", "N", "C", "C", "C", "C", "H", "H", "H", "H", "H", "H", "H", "H", "H", "H", "H", "H", "H", "H", "H", "H", "H", "H", "H", "H", "Te", "C", "C", "C", "C", "S", "H", "H", "H"],
  "coordinates": [[0.1399, 0.7995, -0.0559], [-2.2740, -5.4279, 1.5863], [-1.3422, -4.3040, 1.2254], [-0.4008, -4.4487, 0.2102], [0.3846, -3.3891, -0.1868], [0.2980, -2.1326, 0.4294], [1.0029, -1.0566, -0.0553], [2.3135, -1.1485, -0.4399], [3.2532, -1.9687, 0.2073], [4.5844, -1.9556, -0.1525], [5.0691, -1.1119, -1.1507], [6.5384, -1.0418, -1.4683], [4.1540, -0.3146, -1.8194], [2.8008, -0.3589, -1.5070], [1.8941, 0.3302, -2.3695], [2.0041, 0.4359, -3.7113], [0.9360, 1.1762, -4.1719], [0.1937, 1.4801, -3.0308], [0.7913, 0.9806, -1.9587], [-0.6079, -2.0093, 1.4970], [-1.4320, -3.0742, 1.8533], [-0.6913, -0.8255, 2.2898], [-1.0247, -0.7944, 3.5983], [-1.0075, 0.5124, 4.0147], [-0.6267, 1.2415, 2.8895], [-0.4259, 0.4276, 1.8614], [-1.7902, -6.3966, 1.4574], [-3.1628, -5.4147, 0.9502], [-2.6073, -5.3502, 2.6221], [-0.3115, -5.3996, -0.3038], [1.0781, -3.5035, -1.0108], [2.9109, -2.6087, 1.0103], [5.2785, -2.5988, 0.3785], [7.0314, -1.9902, -1.2529], [7.0342, -0.2704, -0.8734], [6.7062, -0.8057, -2.5201], [4.4908, 0.3516, -2.6063], [2.8139, -0.0471, -4.2304], [0.7068, 1.4325, -5.1920], [-0.7467, 1.9993, -2.9235], [-2.1736, -2.9346, 2.6309], [-1.2191, -1.7036, 4.1386], [-1.2275, 0.8890, 4.9980], [-0.4780, 2.3013, 2.7756], [2.8191, 4.4037, -2.3873], [2.2047, 5.7099, -2.8848], [0.7420, 5.5637, -3.3282], [-0.2952, 6.0564, -2.3179], [-0.2087, 5.3956, -1.0179], [-0.6703, 4.1471, -0.7702], [0.2889, 3.2009, 0.2825], [-1.8181, 3.7256, -1.2886], [-3.0304, 4.5471, -1.4174], [-3.9469, 4.1199, -2.5619], [-3.5561, 4.5958, -3.9610], [-2.3902, 3.8308, -4.5758], [3.8418, 4.5547, -2.0381], [2.8454, 3.6678, -3.1959], [2.2450, 3.9632, -1.5690], [2.7964, 6.0791, -3.7248], [2.2833, 6.4835, -2.1115], [0.5457, 4.5131, -3.5612], [0.5649, 6.1213, -4.2519], [-1.2928, 5.9141, -2.7271], [-0.1686, 7.1264, -2.1433], [0.6649, 5.5593, -0.5411], [-2.0344, 2.7473, -1.0406], [-2.7565, 5.5996, -1.4810], [-3.5841, 4.4248, -0.4840], [-4.9413, 4.5076, -2.3237], [-4.0391, 3.0295, -2.5418], [-3.3396, 5.6701, -3.9412], [-4.4270, 4.4842, -4.6124], [-1.5065, 3.8799, -3.9441], [-2.1252, 4.2360, -5.5551], [-2.6471, 2.7765, -4.7034], [-2.6390, 0.2479, -0.8821], [-3.5236, 0.6031, 0.9881], [-3.9071, -0.3147, 1.9250], [-4.4269, 0.2635, 3.1139], [-4.4221, 1.6226, 3.0861], [-3.7935, 2.1926, 1.5946], [-3.8425, -1.3790, 1.7456], [-4.7936, -0.3107, 3.9557], [-4.7635, 2.3076, 3.8473]],
  "atomic_forces_ev_per_a": [[0.27, 0.45, 0.35], [-0.03, 0.00, 0.02], [-0.05, -0.01, 0.06], [0.03, -0.03, -0.05], [-0.01, 0.02, 0.08], [-0.13, -0.14, 0.17], [-0.16, 0.28, 0.01], [0.11, 0.19, -0.30], [-0.08, 0.07, -0.10], [0.05, -0.01, 0.03], [0.06, 0.01, -0.04], [0.01, 0.02, 0.00], [-0.09, -0.02, 0.02], [0.02, -0.27, 0.27], [0.10, 0.13, -0.21], [-0.05, 0.02, -0.05], [0.14, -0.08, -0.06], [-0.03, 0.09, 0.03], [-0.06, -0.17, 0.42], [0.03, -0.13, -0.30], [0.01, 0.03, -0.03], [0.25, 0.00, 0.16], [0.04, 0.03, 0.00], [0.02, -0.03, 0.10], [0.06, 0.02, -0.05], [-0.05, -0.04, -0.23], [-0.01, 0.01, 0.01], [0.01, -0.01, 0.02], [0.00, -0.01, -0.02], [0.00, 0.02, 0.01], [0.00, 0.01, 0.00], [-0.01, 0.01, 0.00], [-0.01, 0.02, -0.01], [0.00, 0.01, -0.01], [0.00, -0.02, -0.01], [0.01, 0.00, 0.02], [0.00, -0.01, 0.01], [-0.03, 0.01, 0.01], [0.02, -0.02, 0.04], [0.08, -0.05, 0.00], [0.02, 0.01, -0.02], [-0.01, 0.03, -0.04], [-0.01, -0.01, -0.04], [-0.02, -0.02, -0.07], [0.00, -0.02, 0.00], [0.02, 0.03, 0.01], [-0.04, 0.00, 0.00], [-0.08, 0.00, -0.15], [-0.07, 0.03, -0.03], [-0.02, 0.02, 0.19], [0.19, -0.32, -0.05], [-0.01, -0.08, 0.03], [-0.10, 0.03, -0.06], [0.01, 0.08, 0.02], [-0.06, -0.08, 0.00], [-0.01, 0.02, -0.08], [-0.01, -0.01, -0.01], [-0.01, 0.01, 0.02], [0.02, 0.02, 0.00], [0.01, 0.01, 0.01], [0.00, -0.01, 0.00], [-0.02, -0.02, 0.00], [-0.01, 0.00, 0.00], [0.06, 0.02, -0.01], [0.01, 0.01, -0.01], [0.06, 0.02, 0.06], [0.03, -0.08, -0.10], [-0.05, -0.04, -0.04], [0.01, 0.00, 0.08], [0.03, 0.03, 0.01], [0.02, -0.01, 0.00], [0.02, -0.01, 0.04], [0.02, 0.01, 0.00], [0.07, 0.01, 0.02], [-0.01, -0.03, 0.02], [0.00, 0.01, 0.03], [-0.51, -0.09, -0.20], [0.12, 0.03, -0.02], [-0.09, -0.06, -0.11], [-0.08, 0.02, 0.17], [-0.08, 0.10, 0.06], [0.04, -0.04, -0.04], [0.02, -0.01, 0.00], [0.02, 0.02, -0.02], [0.01, -0.03, -0.03]]
}

---

(2)
{
  "formula": "C33H42FN4O4S4SiTi",
  "method": "wB97M-V/def2-TZVPD",
  "homo_energy_ev": -5.007,
  "orbital_gap_ev": 5.79,
  "total_charge": -1,
  "e_above_lowest_kcal_mol": 135.8,
  "species": ["Ti", "C", "N", "C", "C", "C", "C", "C", "N", "C", "C", "C", "C", "C", "C", "H", "H", "H", "H", "H", "H", "H", "H", "H", "H", "H", "C", "Si", "C", "C", "N", "C", "C", "C", "C", "C", "C", "F", "H", "H", "H", "H", "H", "H", "H", "H", "H", "H", "H", "H", "H", "C", "C", "S", "C", "C", "S", "C", "C", "S", "H", "H", "H", "H", "H", "H", "H", "H", "H", "H", "H", "H", "N", "C", "C", "C", "C", "C", "C", "S", "O", "O", "O", "H", "H", "H", "H", "H", "H", "O"],
  "coordinates": [[-0.3222, -0.1716, -1.0180], [-1.2460, -0.2957, 2.3319], [-1.4833, -0.7335, 0.9549], [-2.5241, -1.4700, 0.7518], [-2.8446, -1.9544, -0.5180], [-3.8859, -2.7744, -0.9655], [-3.6972, -2.9060, -2.3374], [-2.5576, -2.1539, -2.6615], [-2.0496, -1.5787, -1.5657], [-1.2103, -1.4286, 3.3355], [-0.5336, -2.6138, 3.0580], [-0.5107, -3.6425, 3.9884], [-1.1641, -3.5022, 5.2059], [-1.8481, -2.3291, 5.4847], [-1.8746, -1.3025, 4.5499], [-2.0357, 0.4001, 2.6379], [-0.3167, 0.2719, 2.3609], [-3.1642, -1.7318, 1.5967], [-4.6645, -3.2027, -0.3533], [-4.3010, -3.4625, -3.0362], [-2.1272, -2.0148, -3.6386], [-0.0364, -2.7379, 2.1023], [0.0172, -4.5601, 3.7603], [-1.1450, -4.3076, 5.9289], [-2.3669, -2.2105, 6.4272], [-2.4110, -0.3863, 4.7685], [-1.5648, 3.6623, -2.4664], [-2.3354, 2.0305, -2.9697], [-3.1030, 2.6528, -4.6074], [-3.8630, 1.6310, -1.9697], [-1.2712, 0.6928, -3.3424], [-0.9435, 0.0847, -4.4909], [-1.3053, 0.3249, -5.8474], [-0.8205, -0.4516, -6.8865], [0.0486, -1.5203, -6.6848], [0.4275, -1.8062, -5.3785], [-0.0787, -1.0159, -4.3818], [0.2820, -1.3299, -3.0790], [-2.3577, 4.4151, -2.4402], [-0.8485, 3.9820, -3.2282], [-1.0583, 3.6952, -1.5017], [-3.7498, 3.5018, -4.3603], [-3.7210, 1.9133, -5.1218], [-2.3455, 3.0138, -5.3061], [-4.4912, 2.5237, -1.9000], [-3.6503, 1.2823, -0.9587], [-4.4462, 0.8534, -2.4703], [-1.9722, 1.1362, -6.0814], [-1.1354, -0.2104, -7.8956], [0.4131, -2.1152, -7.5104], [1.0875, -2.6273, -5.1294], [4.1234, -3.5646, 0.4650], [3.3927, -3.5382, -0.8730], [2.1261, -2.2868, -1.2140], [3.0755, -0.7549, -1.1582], [3.2725, -0.2044, 0.2676], [1.8744, -0.6174, 1.3457], [2.6676, -1.0077, 2.9123], [3.6393, -2.1887, 2.8894], [3.1068, -3.6637, 1.9687], [4.7709, -2.6945, 0.5628], [4.7773, -4.4390, 0.4549], [2.8624, -4.4769, -1.0382], [4.1421, -3.4352, -1.6621], [2.5201, -0.0434, -1.7834], [4.0416, -0.9014, -1.6433], [3.4462, 0.8702, 0.2380], [4.1491, -0.6904, 0.6928], [1.8279, -1.2186, 3.5758], [3.1692, -0.1200, 3.3048], [3.8294, -2.5066, 3.9153], [4.6062, -1.8875, 2.4853], [0.4011, 1.8885, 0.5633], [0.8904, 2.7463, 1.6228], [2.1750, 2.6478, 2.1370], [2.5885, 3.4924, 3.1589], [1.7307, 4.4480, 3.6786], [0.4471, 4.5554, 3.1632], [0.0350, 3.7175, 2.1390], [2.2957, 5.5221, 5.0084], [3.1226, 4.6462, 5.8261], [1.0675, 5.9735, 5.6427], [3.0368, 6.5641, 4.3146], [-0.6017, 1.7489, 0.6609], [0.4250, 2.3191, -0.3543], [2.8593, 1.9035, 1.7662], [3.5829, 3.4064, 3.5784], [-0.2185, 5.2990, 3.5816], [-0.9687, 3.7988, 1.7339], [-1.1830, 1.1722, -1.0687]],
  "atomic_forces_ev_per_a": [[-4.70, 0.56, -1.49], [-0.21, 0.16, 0.10], [1.00, -0.03, -0.66], [-0.11, -0.06, 0.43], [-0.27, -0.08, -0.14], [0.02, 0.04, 0.09], [0.07, 0.05, -0.10], [-0.16, -0.04, 0.01], [1.33, 0.53, 0.51], [-0.02, -0.01, -0.06], [-0.01, -0.05, -0.01], [0.04, 0.01, -0.02], [0.00, 0.00, 0.01], [0.01, 0.01, 0.00], [0.07, 0.05, 0.03], [0.03, 0.04, -0.05], [0.03, -0.04, 0.03], [-0.03, -0.01, -0.05], [-0.01, 0.00, -0.01], [0.00, 0.00, 0.01], [0.02, 0.03, 0.00], [0.03, 0.00, 0.00], [0.02, 0.00, -0.02], [0.00, 0.00, 0.00], [0.00, -0.01, 0.00], [-0.01, -0.01, 0.00], [0.30, 0.12, 0.34], [0.01, -0.28, -1.45], [-0.19, 0.00, 0.13], [-0.05, -0.19, 0.28], [0.54, 0.00, 0.20], [0.00, 0.09, -0.17], [-0.01, 0.04, 0.10], [0.04, -0.05, -0.05], [-0.04, 0.05, -0.02], [-0.04, 0.03, 0.03], [0.22, -0.16, 0.03], [0.54, -0.13, 0.29], [-0.01, 0.00, -0.01], [-0.01, -0.04, -0.02], [0.00, -0.02, 0.05], [-0.01, 0.00, -0.04], [0.00, -0.02, 0.02], [0.00, 0.04, 0.02], [0.01, 0.01, -0.02], [-0.02, 0.01, 0.00], [0.03, -0.01, -0.03], [-0.01, 0.01, 0.01], [0.00, 0.00, 0.00], [0.00, 0.00, 0.00], [0.00, 0.01, 0.02], [0.00, 0.11, 0.08], [-0.15, 0.08, 0.13], [0.41, -0.46, -0.58], [-0.24, 0.02, 0.31], [0.08, -0.43, 0.08], [0.41, 0.12, 0.23], [0.01, -0.13, -0.04], [0.08, -0.03, -0.06], [-0.08, -0.02, 0.05], [0.01, -0.01, -0.03], [0.01, 0.01, -0.01], [0.03, -0.02, 0.01], [-0.03, -0.10, -0.04], [0.03, 0.01, 0.00], [-0.03, 0.06, -0.08], [0.01, 0.01, -0.03], [0.07, 0.19, 0.06], [-0.03, -0.02, -0.01], [-0.01, -0.01, 0.01], [-0.03, 0.00, 0.01], [0.00, 0.00, 0.01], [0.00, -0.02, -0.19], [-0.04, 0.17, -0.13], [0.04, 0.02, 0.05], [0.01, 0.00, -0.04], [-0.02, -0.06, 0.04], [0.01, 0.05, 0.02], [-0.04, -0.16, 0.06], [0.01, 0.02, -0.02], [-0.02, 0.01, 0.00], [0.01, -0.01, 0.01], [0.00, -0.01, 0.00], [0.27, 0.25, 0.40], [0.35, 0.64, 0.20], [0.01, -0.03, -0.06], [0.00, 0.00, 0.00], [-0.01, -0.01, 0.01], [0.00, 0.03, 0.00], [0.41, -0.89, 1.22]]
}

---

Results for E_LUMO: 0.56; 0.78 (in eV, following the order of the records).